# 1
DFT (wB97M-V/def2-TZVPD) results for C45H42AsN2O5PReSSi as an isolated structure.

## Properties
HOMO (alpha / beta) in eV: -7.3 / -7.7
<S²>: 3.771

```
! wB97M-V def2-TZVPD RIJCOSX def2/J DEFGRID3
* xyz 0 4
Re -0.711 -0.081 -0.460
S -2.603 -1.199 0.481
C -2.241 -2.935 0.485
C -2.953 -3.752 1.365
C -2.765 -5.122 1.345
C -1.870 -5.704 0.449
C -1.165 -4.897 -0.427
C -1.344 -3.518 -0.400
As -0.519 -2.312 -1.663
C -1.522 -2.736 -3.246
C -1.156 -3.744 -4.128
C -1.977 -4.040 -5.209
C -3.154 -3.334 -5.405
C -3.519 -2.332 -4.516
C -2.705 -2.029 -3.436
C 1.263 -3.030 -1.834
C 1.894 -3.476 -0.677
C 3.204 -3.927 -0.739
C 3.883 -3.940 -1.949
C 3.257 -3.482 -3.100
C 1.952 -3.014 -3.044
H -3.652 -3.303 2.060
H -3.320 -5.746 2.035
H -1.727 -6.777 0.438
H -0.465 -5.338 -1.129
H -0.250 -4.313 -3.972
H -1.694 -4.826 -5.897
H -3.790 -3.566 -6.250
H -4.438 -1.780 -4.667
H -2.981 -1.236 -2.750
H 1.377 -3.449 0.273
H 3.697 -4.256 0.167
H 4.904 -4.296 -1.993
H 3.787 -3.480 -4.044
H 1.479 -2.620 -3.933
O 2.437 -1.185 1.777
C 1.351 -0.652 1.771
O 0.381 -1.019 0.966
C 1.020 0.379 2.836
C 1.753 0.259 4.013
C 1.610 1.169 5.046
C 0.751 2.247 4.903
C 0.020 2.383 3.735
C 0.118 1.445 2.708
P -0.953 1.733 1.262
C -2.666 1.621 1.883
C -2.993 1.286 3.191
C -4.324 1.159 3.565
C -5.335 1.371 2.641
C -5.015 1.697 1.329
C -3.689 1.807 0.949
C -0.776 3.538 0.927
C -1.876 4.393 0.999
C -1.736 5.753 0.750
C -0.495 6.281 0.437
C 0.608 5.442 0.383
C 0.473 4.084 0.626
H 2.457 -0.557 4.086
H 2.187 1.049 5.955
H 0.651 2.982 5.691
H -0.641 3.234 3.618
H -2.217 1.101 3.921
H -4.568 0.889 4.585
H -6.371 1.271 2.938
H -5.797 1.844 0.596
H -3.444 2.017 -0.086
H -2.855 4.014 1.253
H -2.605 6.395 0.808
H -0.387 7.340 0.242
H 1.586 5.843 0.150
H 1.342 3.445 0.591
C 4.460 1.486 -0.389
N 3.392 1.090 -1.300
C 3.635 0.738 -2.597
C 2.661 0.283 -3.394
C 1.338 0.068 -2.840
O 0.431 -0.457 -3.487
N 1.124 0.444 -1.527
C 2.113 1.016 -0.780
O 1.904 1.450 0.349
H 5.388 1.529 -0.955
H 4.545 0.759 0.417
H 4.247 2.461 0.043
H 4.656 0.864 -2.931
H 2.837 0.019 -4.424
C -0.205 3.018 -3.046
Si -1.813 2.073 -2.925
C -3.165 3.275 -2.476
C -2.210 1.280 -4.558
O -1.747 0.911 -1.753
H -0.382 4.029 -3.419
H 0.495 2.524 -3.722
H 0.270 3.107 -2.066
H -3.331 3.975 -3.298
H -2.901 3.859 -1.589
H -4.108 2.758 -2.282
H -2.104 2.000 -5.373
H -3.234 0.898 -4.578
H -1.528 0.448 -4.739
*
```


# 2
DFT (wB97M-V/def2-TZVPD) results for C45H42Cl2I4N6O4TeV as an isolated structure in a non-equilibrium geometry.

## Properties
HOMO (alpha / beta) in eV: -5.5 / -7.3
<S²>: 0.786

```
! wB97M-V def2-TZVPD RIJCOSX def2/J DEFGRID3
* xyz 0 2
V -0.009 0.338 -0.090
I 3.195 -5.765 -4.150
C 2.043 -4.413 -2.994
C 0.850 -3.934 -3.499
C 0.118 -3.058 -2.730
I -1.823 -2.568 -3.371
C 0.537 -2.578 -1.472
O -0.174 -1.710 -0.812
C 1.699 -3.198 -0.943
C 2.021 -3.117 0.526
N 1.947 -1.790 1.126
C 3.069 -0.956 0.714
C 2.907 -0.216 -0.597
C 3.964 -0.281 -1.496
C 4.010 0.575 -2.580
C 2.990 1.504 -2.728
C 1.924 1.440 -1.842
N 1.858 0.602 -0.803
C 2.438 -4.082 -1.711
H 0.488 -4.252 -4.466
H 1.297 -3.753 1.056
H 3.022 -3.555 0.684
H 2.018 -1.918 2.138
H 3.239 -0.205 1.495
H 3.998 -1.550 0.644
H 4.767 -0.985 -1.334
H 4.838 0.538 -3.270
H 2.417 3.396 -3.444
H 1.117 2.154 -1.947
H 3.314 -4.549 -1.282
I -2.492 5.890 -0.511
C -1.072 4.422 -0.122
C 0.208 4.584 0.358
N 0.709 3.346 0.516
N -0.152 2.405 0.091
C -1.237 3.049 -0.301
H 0.757 5.465 0.618
H 1.699 3.154 0.568
H -2.080 2.537 -0.728
C -2.042 -3.698 0.512
Te -1.035 -1.915 1.521
C -2.978 -1.650 2.451
H -2.726 -4.243 1.167
H -1.285 -4.391 0.134
H -2.605 -3.328 -0.344
H -3.694 -1.364 1.683
H -2.917 -0.864 3.199
H -3.327 -2.568 2.917
C -3.129 1.744 1.941
C -2.880 0.795 0.793
O -1.741 0.284 0.629
C -3.995 0.436 -0.060
C -3.852 -0.657 -0.927
C -4.905 -1.094 -1.697
C -6.121 -0.428 -1.644
C -6.263 0.688 -0.830
C -5.218 1.120 -0.040
H -2.239 1.828 2.563
H -3.962 1.392 2.549
H -3.392 2.730 1.563
H -2.891 -1.145 -0.975
H -4.777 -1.941 -2.356
H -6.948 -0.766 -2.247
H -7.198 1.229 -0.822
H -5.344 1.997 0.574
I -0.498 -3.613 3.531
C -0.200 -0.177 2.928
C -0.039 -0.029 4.309
C 0.960 0.784 4.810
C 1.797 1.427 3.907
C 1.575 1.245 2.554
N 0.608 0.467 2.072
H -0.707 -0.553 4.978
H 1.098 0.903 5.874
H 2.617 2.045 4.245
H 2.239 1.718 1.836
Cl 1.616 4.674 -1.986
C 3.016 2.555 -3.840
C 4.406 3.007 -4.098
C 5.132 2.508 -5.119
C 4.573 1.538 -5.992
C 3.229 1.248 -5.931
Cl 2.528 0.179 -7.114
C 2.379 1.884 -5.014
N 1.051 1.806 -5.126
C 0.111 2.760 -4.716
C 0.407 4.115 -4.843
C -0.543 5.066 -4.536
C -1.793 4.677 -4.085
C -2.090 3.332 -3.958
C -1.158 2.355 -4.284
C -1.475 0.903 -4.113
C -0.587 0.406 -2.945
O 0.501 -0.119 -3.178
O -1.060 0.669 -1.812
H 4.805 3.749 -3.426
H 6.148 2.834 -5.293
H 5.191 1.091 -6.755
H 0.688 1.026 -5.666
H 1.372 4.420 -5.215
H -0.305 6.113 -4.641
H -2.542 5.418 -3.848
H -3.066 3.026 -3.606
H -1.249 0.318 -5.007
H -2.523 0.768 -3.844
*
```


Values of energy relative to the best compared isomer or geometry (same formula, charge and spin), in order: 0.0, 26.0, all in kcal per mole.